A molecular structure, C29H17I2N2O3RuS5, computed with the ωB97M-V functional and the def2-TZVPD basis.

Computed properties:
Energy above the lowest of the compared OMol25 structures with the same formula, charge and spin = 90.8 kJ/mol
Total charge = -2
Expectation value of S² = 0.759
Multiplicity = 2
HOMO (alpha / beta) = -1.21 / -1.18 eV
Kohn-Sham gap (alpha / beta) = 4.50 / 4.48 eV

```
59
Properties=species:S:1:pos:R:3:mulliken_charge:R:1
Ru -0.1191 -0.7819 0.4749 0.664
I -0.3435 -1.4664 2.9433 0.170
C -2.0200 -0.2372 3.1681 0.350
C -2.5998 -0.0658 4.3924 -0.557
C -3.7504 0.7446 4.5044 -0.477
C -4.2768 1.3360 3.3952 -0.972
C -3.6895 1.1566 2.1165 1.136
C -4.2497 1.7588 0.9666 -0.875
C -3.6774 1.5485 -0.2558 -1.010
C -2.5180 0.7623 -0.3893 -0.068
C -1.9011 0.1744 0.6935 -0.122
C -2.5200 0.3563 1.9789 0.772
H -2.1868 -0.5485 5.2670 0.386
H -4.2125 0.8851 5.4741 0.360
H -5.1636 1.9546 3.4715 0.335
H -5.1384 2.3704 1.0754 0.325
H -4.1129 2.0000 -1.1404 0.391
H -2.0831 0.6306 -1.3717 0.438
O 2.1009 -0.9723 0.3722 -0.366
C 3.1580 -0.3117 0.5869 -0.167
C 4.4360 -0.9396 0.4498 -0.845
C 5.6032 -0.2796 0.7313 -0.316
C 5.5936 1.0528 1.1705 -0.853
C 4.3757 1.6897 1.2912 -0.532
C 3.1671 1.0541 0.9916 0.250
C 1.9109 1.7854 1.0599 0.215
N 0.6621 1.3364 1.0827 0.640
C -0.1439 2.4564 1.1562 -0.189
C 0.6094 3.5793 1.1675 -1.196
N 1.9115 3.1431 1.1170 -0.047
H 4.4314 -1.9724 0.1262 0.421
H 6.5487 -0.8013 0.6249 0.369
H 6.5129 1.5656 1.4206 0.351
H 4.3666 2.7114 1.6578 0.372
H -1.2147 2.3985 1.1870 0.124
H 0.3418 4.6191 1.1979 0.428
H 2.7230 3.7035 0.9427 0.253
S -3.1480 -7.2324 2.6653 -0.400
C -2.2829 -5.9853 1.9640 0.075
S -0.5668 -5.8746 1.9957 -0.158
C -0.3547 -4.3689 1.1155 -0.074
C -1.5351 -3.8068 0.7112 0.083
S -1.6508 -2.3877 -0.2831 -0.535
S -2.9965 -4.6430 1.1813 -0.120
S 1.1681 -3.6493 0.8373 -0.267
I 0.6639 -0.8658 -8.5031 -0.017
C 0.6492 -0.4218 -6.4486 0.081
C 0.1267 -1.3468 -5.5592 -0.535
C 0.1164 -1.0416 -4.2042 -0.327
C 0.6237 0.1706 -3.7496 0.136
C 1.1497 1.0764 -4.6613 -0.293
C 1.1655 0.7910 -6.0191 -0.580
C 0.6097 0.5169 -2.2621 -0.062
O 1.1309 1.5705 -1.9109 -0.697
O 0.0225 -0.3744 -1.5720 -0.084
H -0.2639 -2.2913 -5.9122 0.379
H -0.2801 -1.7368 -3.4763 0.421
H 1.5466 2.0068 -4.2773 0.461
H 1.5737 1.4975 -6.7294 0.354
```